No. 1
A 2-piece molecular cluster, C3H7NSi overall at a distorted geometry. Source: the OMol25 dataset; level of theory: ωB97M-V/def2-TZVPD.

Computed properties:
Relative energy (zero: lowest compared OMol25 entry of this formula, charge and spin) in kJ/mol: 297.6
SMILES: CC=[SiH2].C#N
E_LUMO in eV: 0.7475
Kohn-Sham gap in eV: 8.35
Charge: 0
HOMO energy in eV: -7.607

Each line ends with the natural charge from an NBO analysis.
Element x y z (Å)
C: -0.774 1.375 -0.543  -0.647
C: -1.789 0.492 0.183  -0.746
C: 3.583 -0.876 -0.143  0.079
N: 2.527 -1.300 -0.063  -0.315
Si: -1.305 -1.134 0.745  0.836
H: 0.216 1.053 -0.397  0.206
H: -0.930 2.445 -0.162  0.205
H: -2.836 0.701 0.006  0.217
H: 4.667 -0.835 -0.150  0.238
H: -0.976 1.384 -1.634  0.206
H: -2.416 -1.666 1.543  -0.152
H: 0.033 -1.640 0.615  -0.128


No. 2
A 2-piece molecular cluster, C3H7O overall. Source: the OMol25 dataset; level of theory: ωB97M-V/def2-TZVPD.

Computed properties:
Relative energy (zero: lowest compared OMol25 entry of this formula, charge and spin) in kJ/mol: 135.6
E_LUMO in eV: 4.4909
Kohn-Sham gap in eV: 6.65
Charge: -1
HOMO energy in eV: -2.162

Each line ends with the natural charge from an NBO analysis.
Element x y z (Å)
C: 1.183 1.714 -1.073  -0.188
O: 0.745 1.065 0.028  -0.977
H: 1.067 1.136 -2.034  0.065
H: 0.665 2.687 -1.276  0.071
H: 2.274 1.976 -1.053  0.073
C: -0.822 -1.880 1.164  -0.448
C: -1.213 -1.127 0.149  -0.388
H: 0.120 -1.663 1.655  0.195
H: -1.416 -2.710 1.549  0.155
H: -0.576 -0.287 -0.176  0.293
H: -2.161 -1.329 -0.343  0.149


No. 3
An isolated ion of composition C3H7O and charge -1 at a distorted geometry. Source: the OMol25 dataset; level of theory: ωB97M-V/def2-TZVPD.

Computed properties:
Relative energy (zero: lowest compared OMol25 entry of this formula, charge and spin) in kJ/mol: 43.8
SMILES: CCC[O-]
E_LUMO in eV: 4.4770
Kohn-Sham gap in eV: 6.46
Charge: -1
HOMO energy in eV: -1.982

Each line ends with the natural charge from an NBO analysis.
Element x y z (Å)
C: 0.500 -0.678 -0.998  0.023
O: 1.156 -1.802 -1.207  -0.940
C: 0.161 -0.365 0.479  -0.435
C: -0.587 0.957 0.678  -0.623
H: 0.891 0.298 -1.427  0.036
H: -0.529 -0.662 -1.488  0.032
H: -0.448 -1.203 0.824  0.171
H: 1.093 -0.429 1.057  0.174
H: -1.148 1.217 -0.227  0.192
H: -1.236 0.909 1.548  0.183
H: 0.146 1.759 0.761  0.185


No. 4
An isolated ion of composition C3H7O2 and charge -1 at a distorted geometry. Source: the OMol25 dataset; level of theory: ωB97M-V/def2-TZVPD.

Computed properties:
Relative energy (zero: lowest compared OMol25 entry of this formula, charge and spin) in kJ/mol: 349.9
SMILES: [O-]CCCO
E_LUMO in eV: 4.0265
Kohn-Sham gap in eV: 6.05
Charge: -1
HOMO energy in eV: -2.020

Each line ends with the natural charge from an NBO analysis.
Element x y z (Å)
C: 0.133 -0.589 -0.739  -0.540
C: 0.787 0.216 0.440  -0.068
O: 2.015 0.789 -0.134  -0.770
C: -1.426 -0.308 -0.329  0.070
O: -1.718 -0.061 0.853  -0.901
H: 0.213 -1.658 -0.604  0.196
H: 0.266 0.021 -1.682  0.204
H: 0.294 1.095 0.876  0.201
H: 0.981 -0.437 1.301  0.153
H: 2.675 0.182 -0.054  0.440
H: -1.896 0.385 -1.081  0.036
H: -1.870 -1.326 -0.739  -0.019


No. 5
A 3-piece molecular cluster, C3H7O2 overall at a distorted geometry. Source: the OMol25 dataset; level of theory: ωB97M-V/def2-TZVPD.

Computed properties:
Relative energy (zero: lowest compared OMol25 entry of this formula, charge and spin) in kJ/mol: 373.6
E_LUMO in eV: 3.7016
Kohn-Sham gap in eV: 5.81
Charge: -1
HOMO energy in eV: -2.112

Each line ends with the natural charge from an NBO analysis.
Element x y z (Å)
C: 2.135 -0.589 0.845  0.315
O: 2.517 -1.730 0.820  -0.527
H: 2.411 0.219 0.219  0.107
H: 1.500 -0.266 1.677  0.099
H: -2.107 -4.182 4.360  -0.008
C: -1.950 2.124 -1.176  -0.768
C: -1.017 1.091 -1.163  0.232
O: -1.225 -0.058 -0.560  -0.834
H: -1.721 3.136 -1.330  0.157
H: -2.929 1.929 -0.852  0.168
H: 0.087 1.296 -1.518  0.051
H: -2.584 -3.584 4.324  0.008


No. 6
A 3-piece molecular cluster, C3H7O2 overall. Source: the OMol25 dataset; level of theory: ωB97M-V/def2-TZVPD.

Computed properties:
Relative energy (zero: lowest compared OMol25 entry of this formula, charge and spin) in kJ/mol: 198.7
E_LUMO (alpha / beta) in eV: 0.8793 / -1.3888
Multiplicity: 2
Kohn-Sham gap (alpha / beta) in eV: 10.53 / 8.26
Expectation value of S²: 0.7580
Charge: 0
HOMO energy (alpha / beta) in eV: -9.648 / -9.650

Each line ends with the natural charge from an NBO analysis.
Element x y z (Å)
C: -0.848 1.875 -0.986  0.293
O: -1.817 2.169 -1.628  -0.510
H: -0.790 1.891 0.113  0.118
H: 0.087 1.539 -1.474  0.097
H: -2.213 -3.508 -3.124  0.007
C: 1.766 -1.610 1.988  -0.306
C: 0.983 -1.267 0.811  0.322
O: 0.421 -0.202 0.655  -0.526
H: 1.558 -2.552 2.468  0.193
H: 2.544 -0.940 2.314  0.201
H: 0.798 -2.059 0.061  0.118
H: -1.978 -3.965 -2.591  -0.006


No. 7
One molecule with the formula C3H7O2P at a distorted geometry. Source: the OMol25 dataset; level of theory: ωB97M-V/def2-TZVPD.

Computed properties:
Relative energy (zero: lowest compared OMol25 entry of this formula, charge and spin) in kJ/mol: 167.5
E_LUMO in eV: 0.5049
Kohn-Sham gap in eV: 9.32
Charge: 0
HOMO energy in eV: -8.817

Each line ends with the natural charge from an NBO analysis.
Element x y z (Å)
C: -0.355 0.105 2.447  0.238
C: 0.437 -0.545 -2.139  -0.628
C: -0.187 0.414 -0.996  -0.772
O: 0.103 -0.923 1.575  -0.821
O: 0.129 1.204 1.719  -0.788
P: 0.905 0.095 0.559  1.341
H: -1.439 0.067 2.430  0.158
H: 0.198 0.031 3.384  0.159
H: 1.494 -0.413 -2.123  0.215
H: 0.122 -1.463 -1.696  0.206
H: -0.115 -0.497 -3.180  0.226
H: -1.345 0.408 -0.758  0.239
H: 0.051 1.517 -1.222  0.227


No. 8
A 2-piece molecular cluster, C3H7O2S overall at a distorted geometry. Source: the OMol25 dataset; level of theory: ωB97M-V/def2-TZVPD.

Computed properties:
Relative energy (zero: lowest compared OMol25 entry of this formula, charge and spin) in kJ/mol: 77.9
E_LUMO in eV: 3.3738
Kohn-Sham gap in eV: 7.32
Charge: -1
HOMO energy in eV: -3.948

Each line ends with the natural charge from an NBO analysis.
Element x y z (Å)
C: -1.002 1.164 -1.508  -0.623
C: -0.814 -0.085 -0.651  -0.525
S: -2.123 -0.239 0.613  -0.131
H: -0.899 2.066 -0.890  0.196
H: -1.999 1.334 -1.912  0.191
H: -0.167 1.163 -2.210  0.223
H: -0.775 -0.959 -1.300  0.210
H: 0.136 -0.077 -0.106  0.296
H: -1.628 0.352 1.713  0.131
O: 2.364 -0.053 -0.799  -0.777
C: 2.361 -0.095 0.435  0.660
O: 1.645 -0.620 1.298  -0.777
H: 3.399 0.349 0.942  -0.073


No. 9
An isolated ion of composition C3H7O2S2 and charge -1 at a distorted geometry. Source: the OMol25 dataset; level of theory: ωB97M-V/def2-TZVPD.

Computed properties:
Relative energy (zero: lowest compared OMol25 entry of this formula, charge and spin) in kJ/mol: 192.6
E_LUMO in eV: 3.6070
Kohn-Sham gap in eV: 7.13
Charge: -1
HOMO energy in eV: -3.528

Each line ends with the natural charge from an NBO analysis.
Element x y z (Å)
C: -0.857 1.242 -0.323  -0.657
C: 1.258 0.552 0.705  -0.690
C: -0.102 0.049 0.200  -0.293
O: -0.043 -2.680 -0.438  -1.031
O: -0.392 -1.303 -2.393  -1.033
S: -1.043 -0.906 1.563  -0.221
S: 0.418 -1.493 -1.189  1.500
H: -0.643 1.405 -1.423  0.218
H: -0.551 2.122 0.203  0.173
H: -1.920 1.353 -0.226  0.214
H: 1.621 -0.207 1.352  0.217
H: 2.044 0.420 -0.118  0.209
H: 0.936 1.437 1.172  0.202
H: -0.728 -1.991 0.916  0.192


No. 10
A 2-piece molecular cluster, C3H7O2SSi overall at a distorted geometry. Source: the OMol25 dataset; level of theory: ωB97M-V/def2-TZVPD.

Computed properties:
Relative energy (zero: lowest compared OMol25 entry of this formula, charge and spin) in kJ/mol: 137.0
E_LUMO in eV: 3.4754
Kohn-Sham gap in eV: 6.84
Charge: -1
HOMO energy in eV: -3.365

Each line ends with the natural charge from an NBO analysis.
Element x y z (Å)
C: 3.090 0.249 0.331  0.767
C: -0.085 -1.123 -0.335  -1.119
C: 2.022 1.211 0.390  -0.386
O: 2.829 0.828 -0.859  -0.520
O: 3.740 -0.622 0.818  -0.577
Si: 0.034 0.706 0.170  1.089
S: -2.903 0.305 -0.002  -0.908
H: 0.894 -1.608 -0.716  0.215
H: -0.334 -1.777 0.592  0.240
H: -0.879 -1.289 -1.127  0.278
H: 2.348 2.183 0.683  0.191
H: -0.465 1.322 1.373  -0.173
H: -0.332 1.597 -0.919  -0.183
H: -2.748 1.036 -1.027  0.084


No. 11
A 2-piece molecular cluster, C3H7O3 overall at a distorted geometry. Source: the OMol25 dataset; level of theory: ωB97M-V/def2-TZVPD.

Computed properties:
Relative energy (zero: lowest compared OMol25 entry of this formula, charge and spin) in kJ/mol: 111.6
E_LUMO in eV: 3.8758
Kohn-Sham gap in eV: 7.92
Charge: -1
HOMO energy in eV: -4.041

Each line ends with the natural charge from an NBO analysis.
Element x y z (Å)
C: -0.370 -2.436 -0.436  -0.748
C: -1.013 -1.037 -0.046  0.776
O: -1.414 -0.960 1.132  -0.790
O: -1.048 -0.220 -0.984  -0.796
H: -0.113 -3.058 0.425  0.185
H: 0.520 -2.408 -1.068  0.188
H: -1.189 -2.936 -0.980  0.195
C: 0.447 2.193 0.119  -0.269
O: 1.815 2.543 0.453  -0.762
H: 2.050 2.109 1.284  0.459
H: 0.026 1.537 0.872  0.199
H: 0.423 1.565 -0.766  0.214
H: -0.134 3.109 -0.002  0.150


No. 12
A 2-piece molecular cluster, C3H7O3 overall at a distorted geometry. Source: the OMol25 dataset; level of theory: ωB97M-V/def2-TZVPD.

Computed properties:
Relative energy (zero: lowest compared OMol25 entry of this formula, charge and spin) in kJ/mol: 127.9
E_LUMO in eV: 3.9913
Kohn-Sham gap in eV: 8.36
Charge: -1
HOMO energy in eV: -4.367

Each line ends with the natural charge from an NBO analysis.
Element x y z (Å)
O: -1.078 0.201 -0.615  -0.834
C: -1.895 -0.764 -0.456  0.621
O: -2.405 -1.498 -1.296  -0.748
H: -2.187 -0.966 0.598  -0.004
H: 0.506 -0.676 -0.126  0.516
C: 1.955 0.771 0.325  -0.062
O: 1.445 -0.597 0.129  -0.782
C: 1.492 1.575 1.506  -0.653
H: 3.048 0.607 0.530  0.156
H: 1.667 1.362 -0.649  0.175
H: 1.712 2.639 1.587  0.201
H: 0.387 1.489 1.541  0.236
H: 1.855 1.202 2.525  0.180


Question: Which of these has the highest relative energy (zero: lowest compared OMol25 entry of this formula, charge and spin)?
Answer: number 5


Please write out number 10 again, unchanged.
A 2-piece molecular cluster, C3H7O2SSi overall at a distorted geometry. Source: the OMol25 dataset; level of theory: ωB97M-V/def2-TZVPD.

Computed properties:
Relative energy (zero: lowest compared OMol25 entry of this formula, charge and spin) in kJ/mol: 137.0
E_LUMO in eV: 3.4754
Kohn-Sham gap in eV: 6.84
Charge: -1
HOMO energy in eV: -3.365

Each line ends with the natural charge from an NBO analysis.
Element x y z (Å)
C: 3.090 0.249 0.331  0.767
C: -0.085 -1.123 -0.335  -1.119
C: 2.022 1.211 0.390  -0.386
O: 2.829 0.828 -0.859  -0.520
O: 3.740 -0.622 0.818  -0.577
Si: 0.034 0.706 0.170  1.089
S: -2.903 0.305 -0.002  -0.908
H: 0.894 -1.608 -0.716  0.215
H: -0.334 -1.777 0.592  0.240
H: -0.879 -1.289 -1.127  0.278
H: 2.348 2.183 0.683  0.191
H: -0.465 1.322 1.373  -0.173
H: -0.332 1.597 -0.919  -0.183
H: -2.748 1.036 -1.027  0.084


Question: Which formula does entry 4 have?
Answer: C3H7O2


Question: Which value of relative energy (zero: lowest compared OMol25 entry of this formula, charge and spin) does entry 7 give?
Answer: 167.5 kJ/mol